C92H222As2F12N6O10P4 | ωB97M-V/def2-TZVPD

Element x y z (Å)
C 23.739 19.145 25.631
H 23.208 25.291 27.767
H 17.343 10.920 22.721
H 24.130 23.509 24.151
H 12.455 27.971 21.804
P 14.731 15.892 24.026
C 18.212 14.455 14.348
H 15.349 11.033 24.457
H 21.074 25.547 34.034
C 17.641 11.370 8.594
H 11.307 14.941 24.040
H 23.848 25.755 18.916
H 16.630 2.482 8.671
H 21.704 22.484 21.017
C 15.080 29.312 27.688
H 19.479 22.795 33.952
F 18.500 19.445 23.316
H 29.894 25.288 32.615
H 23.734 20.536 24.028
H 17.022 18.321 27.064
H 16.370 27.238 28.811
H 23.026 21.537 21.839
H 34.600 11.690 3.303
H 21.649 24.061 38.971
H 25.564 20.648 16.499
H 27.445 20.859 32.449
H 13.989 12.980 24.650
H 19.326 9.526 8.149
C 13.654 10.208 8.944
H 16.262 29.990 22.989
H 13.918 9.847 7.945
H 22.686 19.257 23.781
H 31.882 21.473 27.549
C 14.701 11.247 9.443
H 14.573 28.556 24.920
C 32.028 4.656 36.381
H 13.627 30.799 27.714
H 12.962 16.752 25.259
C 11.449 11.123 10.213
C 25.188 23.774 26.800
F 22.826 25.331 32.201
P 30.682 22.517 31.525
C 12.687 28.027 22.857
H 14.553 20.587 22.546
H 28.861 25.259 31.163
H 25.528 22.867 26.402
H 20.011 23.635 39.016
H 20.960 23.902 26.355
P 14.471 30.874 25.456
H 25.471 17.913 25.909
C 16.826 8.627 9.708
H 12.431 15.125 22.822
C 30.255 21.517 28.959
H 14.969 2.565 8.349
H 19.187 12.816 15.428
C 13.407 32.358 25.078
H 34.766 7.183 15.968
C 26.418 21.088 29.730
C 15.912 16.240 25.345
C 34.906 6.209 15.452
H 24.977 5.897 31.183
H 31.312 19.925 27.994
H 29.957 28.109 29.319
H 19.119 12.193 9.785
H 34.810 21.111 34.022
H 11.677 9.820 8.591
C 29.192 22.126 32.408
H 21.622 11.110 9.258
C 13.823 29.344 24.681
H 27.605 23.586 22.158
H 33.452 11.845 1.962
N 24.163 24.488 24.617
C 19.580 24.563 35.233
H 11.691 10.261 10.851
H 14.548 18.657 24.069
H 13.395 27.153 23.065
C 24.403 21.524 19.567
H 21.547 21.467 28.067
H 32.092 23.344 33.454
C 29.939 25.347 31.514
C 30.974 20.889 27.709
H 31.326 26.955 31.177
H 25.188 24.780 24.485
H 9.120 7.354 13.836
H 17.349 10.608 7.888
H 26.572 22.780 31.105
H 23.767 26.511 20.549
H 17.799 14.252 11.732
H 30.552 26.572 28.940
H 21.344 24.052 34.411
H 32.450 23.820 19.669
C 30.062 20.799 26.507
H 13.659 35.749 25.894
C 20.953 24.887 26.782
C 34.565 11.751 2.192
C 13.384 29.381 23.143
C 30.291 26.774 31.072
H 14.508 1.879 10.852
C 13.766 33.585 25.967
C 16.181 31.065 24.879
H 29.862 25.588 23.957
H 26.403 20.241 23.582
H 36.753 4.877 15.269
C 29.868 27.029 29.614
H 13.009 15.094 25.487
C 31.140 21.380 30.225
H 31.111 20.653 33.674
H 11.342 27.767 24.617
C 30.414 25.050 21.092
H 15.444 19.771 20.434
H 16.014 9.315 11.586
H 29.829 22.494 28.754
C 29.170 24.950 21.972
C 23.954 24.185 26.063
H 13.217 19.564 22.505
H 18.148 29.903 21.446
H 19.536 12.169 8.160
H 32.377 21.650 34.623
H 21.167 24.918 27.881
H 18.263 16.084 26.827
H 14.294 29.612 22.575
H 21.084 15.003 19.399
F 21.787 18.690 22.060
H 24.681 19.942 27.503
C 15.514 1.919 10.413
H 15.623 13.333 25.129
H 32.640 19.770 32.200
O 23.282 22.354 19.946
H 30.572 20.583 25.600
H 29.393 20.807 29.100
C 11.984 15.701 23.658
O 24.815 22.133 24.146
C 20.660 24.442 38.742
H 30.125 25.175 20.015
F 20.461 18.049 23.984
F 23.240 23.632 30.462
C 23.965 25.642 20.004
C 36.323 5.812 14.996
H 13.110 33.563 26.800
H 12.192 17.671 22.689
C 14.866 17.110 22.772
H 25.621 19.755 17.938
H 29.569 21.424 33.137
H 33.158 19.154 33.637
H 18.262 15.500 14.072
As 21.843 24.310 31.191
H 12.709 34.970 24.655
H 17.761 12.251 23.968
H 15.444 17.128 25.737
H 30.184 23.866 23.610
O 25.902 25.767 21.281
H 12.110 11.698 8.191
C 25.623 20.779 17.555
H 35.273 19.883 32.838
C 22.416 21.732 20.879
H 10.316 18.920 23.569
O 23.093 21.132 26.767
C 18.028 18.174 26.672
H 16.105 14.379 22.733
H 20.131 22.875 36.598
C 24.870 18.214 25.123
H 15.680 35.190 24.905
H 24.867 23.627 27.825
H 18.792 23.955 37.087
C 13.661 34.877 25.215
O 31.274 23.937 21.287
H 16.765 30.248 25.314
H 30.384 24.120 29.805
H 14.571 28.508 27.126
C 14.587 30.673 27.243
C 17.789 31.379 22.898
H 15.984 13.775 12.040
C 12.128 10.772 8.908
H 29.611 21.773 26.354
H 22.324 20.429 24.911
H 29.778 27.501 31.729
H 16.207 1.545 11.143
H 12.729 30.243 22.983
H 15.630 27.290 30.440
F 19.498 17.736 21.822
C 29.451 24.663 23.483
H 17.130 12.566 22.390
H 20.363 14.393 14.917
H 38.113 17.634 24.980
H 15.830 15.424 26.048
H 20.077 25.466 26.526
H 17.423 8.797 8.799
N 34.123 5.564 14.539
H 23.509 25.198 24.385
H 14.608 26.710 29.081
H 31.849 24.456 30.655
H 25.020 23.281 16.866
C 15.060 14.295 23.224
H 25.452 18.772 24.318
C 15.669 2.316 9.157
H 28.848 26.698 29.454
H 17.687 15.589 24.363
C 27.192 22.033 30.677
H 18.442 11.882 12.387
H 10.811 16.780 22.203
C 32.091 21.161 33.668
H 32.875 22.457 32.058
H 22.799 20.328 28.648
H 9.749 17.441 24.508
H 35.561 11.996 1.636
C 13.134 15.879 24.696
H 30.900 25.990 21.339
H 10.395 11.283 10.230
H 22.527 5.930 34.922
H 23.850 26.255 26.402
H 34.422 5.090 13.694
C 19.780 10.174 8.979
H 17.861 32.510 23.054
H 23.222 23.336 26.043
H 22.963 18.498 26.078
H 22.037 20.754 20.473
H 21.502 10.541 7.643
H 16.182 29.260 27.385
C 26.441 21.102 22.880
O 20.586 24.749 37.402
H 27.008 20.386 29.124
C 17.347 16.474 24.867
F 20.920 23.151 30.260
C 30.789 24.209 30.777
H 28.499 24.531 23.983
H 21.662 19.864 27.346
H 27.838 22.660 30.070
H 14.280 14.238 22.420
H 25.352 21.822 20.102
H 25.509 23.949 18.868
C 19.357 13.801 14.908
H 10.960 26.857 23.149
F 19.689 19.935 21.185
N 28.326 23.806 21.402
H 29.256 20.050 26.597
C 15.588 11.790 23.685
N 23.093 19.901 24.510
H 13.436 32.472 24.019
H 25.790 21.617 28.989
O 26.551 23.423 23.527
C 14.990 28.944 29.144
C 25.933 22.337 23.569
C 32.017 22.444 32.784
C 25.421 25.253 20.271
H 17.058 12.209 8.075
H 15.913 8.026 9.412
O 32.052 4.190 37.414
H 23.882 23.490 18.040
C 19.108 11.522 8.893
H 18.727 24.265 33.292
O 26.111 24.343 19.547
H 26.635 21.101 17.841
C 17.006 11.850 23.258
H 34.578 21.474 32.225
H 28.778 23.086 32.863
H 21.882 9.382 8.857
C 18.918 23.669 34.185
H 33.097 24.996 20.967
H 14.679 35.890 23.714
H 25.010 20.765 26.069
H 32.257 21.488 30.074
H 10.591 28.550 23.222
C 16.392 31.012 23.335
H 17.935 23.344 34.481
C 32.592 24.055 20.649
H 11.240 18.122 24.920
H 13.898 17.030 22.272
As 20.043 19.103 22.590
C 14.848 34.994 24.284
C 14.423 19.439 20.739
C 15.026 13.118 24.222
H 25.684 20.854 22.170
H 14.295 18.414 20.357
N 24.825 23.129 17.823
P 16.494 10.904 9.946
H 13.727 20.069 20.207
F 21.848 25.544 29.971
H 18.657 18.583 27.465
H 12.332 32.017 25.128
C 28.105 21.336 31.663
H 28.918 23.010 21.168
H 17.256 13.946 14.417
H 15.338 31.372 27.671
H 14.881 34.138 23.618
C 15.005 18.575 23.140
H 21.472 25.263 35.655
C 24.584 21.634 18.103
C 21.322 10.276 8.664
H 15.679 31.699 22.812
C 33.098 20.145 33.158
H 28.556 25.825 21.858
H 18.083 18.921 25.883
C 23.266 25.430 26.692
H 24.113 20.472 19.783
C 11.308 27.808 23.542
C 18.022 31.013 21.442
H 17.440 17.340 24.222
C 10.632 17.972 24.047
H 15.109 11.520 22.801
H 19.339 16.834 25.758
C 24.197 20.221 26.538
H 31.034 20.358 30.679
H 28.524 20.543 31.028
H 16.106 18.857 23.327
F 20.414 24.971 31.888
H 15.599 29.496 29.826
H 36.722 6.156 14.060
H 14.912 12.051 8.671
H 14.758 33.499 26.408
H 27.692 23.993 20.616
C 17.047 13.554 12.067
H 27.428 21.069 22.364
H 14.016 29.200 29.522
H 13.714 9.299 9.615
H 20.436 25.263 39.396
H 16.644 31.940 25.307
H 18.868 31.494 20.927
C 34.558 20.715 32.994
H 26.027 24.444 26.818
F 21.809 23.161 32.495
H 23.302 24.844 20.349
H 18.547 30.989 23.596
H 26.803 3.601 4.836
H 11.916 12.107 10.551
C 11.414 17.043 23.089
C 19.748 23.885 36.611
H 17.834 9.582 11.562
C 16.932 9.536 10.938
O 22.017 25.668 26.150
H 12.926 29.036 25.142
H 24.345 17.401 24.657
H 19.621 9.640 9.976
H 25.712 20.422 30.330
F 20.794 20.560 23.306
H 33.099 5.652 14.554
H 23.613 21.314 17.621
H 15.669 16.794 22.128
C 17.383 12.242 12.343
C 14.266 19.581 22.227
C 22.202 20.696 27.801
H 19.155 25.567 35.268
H 33.147 23.210 21.193
C 15.421 27.406 29.358
H 17.117 31.224 20.846
H 14.300 11.697 10.381
H 16.467 11.644 12.326
C 18.287 16.829 26.027
N 21.006 24.905 34.817

Properties
Highest occupied orbital energy: -11.57 eV
Frontier orbital gap: 0.7 eV
Multiplicity: 1
Lowest unoccupied orbital energy: -10.9 eV
Energy: -11751.44524 a.u.
Total charge: +6
Energy above the lowest of the compared OMol25 structures with the same formula, charge and spin: 43.6983 eV